Record 1
Density functional theory data (wB97M-V/def2-TZVPD) for one molecule with the formula C9H11NO3 in a non-equilibrium geometry.

Summary:
Relative energy (zero: lowest compared OMol25 entry of this formula, charge and spin)   2.780 eV
Kohn-Sham gap   10.427 eV
Highest occupied orbital energy   -10.43 eV
Total charge   0
E   -17141.981 eV

Each line ends with the natural charge from an NBO analysis.
Positions of all 24 atoms, in Å:
C1 -1.1114 0.7535 2.2315  0.2514
C2 0.2411 2.2050 -0.8722  0.7754
C3 0.5586 2.5334 1.9192  -0.2727
C4 -0.2823 1.5740 1.4651  -0.1766
C5 0.5395 0.1636 -1.8232  -0.0743
C6 -0.6194 1.2183 -0.0557  0.1412
C7 -0.0871 -0.1618 -0.4780  -0.0739
C8 1.0244 -0.8079 0.5283  -0.6189
C9 -1.2996 -1.1584 -0.5338  -0.6023
N1 -1.6698 -0.0602 2.8190  -0.2926
O1 0.1100 3.3760 -0.8283  -0.5651
O2 0.9563 1.5204 -1.7482  -0.4723
O3 -2.0202 1.3292 -0.5267  -0.6934
H1 1.1663 3.1437 1.1463  0.2376
H2 0.5845 2.8226 2.9228  0.2175
H3 1.3517 -0.4878 -1.9979  0.1959
H4 -0.0448 0.0517 -2.7753  0.1946
H5 0.5292 -0.8107 1.5126  0.2268
H6 1.8563 -0.1251 0.7610  0.2208
H7 1.2293 -1.8213 0.2129  0.2254
H8 -0.9805 -2.1853 -0.6371  0.2078
H9 -1.9572 -0.9761 -1.4563  0.2240
H10 -1.8397 -1.0292 0.3701  0.2344
H11 -2.2087 2.2689 -0.5973  0.4891

---

Record 2
Density functional theory data (wB97M-V/def2-TZVPD) for a 5-piece molecular cluster, C8H27O9 overall in a non-equilibrium geometry.

Summary:
Relative energy (zero: lowest compared OMol25 entry of this formula, charge and spin)   0.000 eV
Kohn-Sham gap   10.378 eV
Highest occupied orbital energy   -12.62 eV
Total charge   +1
E   -27154.017 eV

Each line ends with the natural charge from an NBO analysis.
Positions of all 44 atoms, in Å:
O1 -0.7309 -0.2642 -0.5798  -0.8435
H1 -0.1395 0.2874 -1.1767  0.5642
H2 -0.3106 -0.3422 0.3575  0.5461
H3 -0.8661 -1.1648 -1.0110  0.5508
C1 0.5798 -1.4435 2.5130  -0.0908
C2 0.7603 -2.5889 1.5694  -0.0942
O2 1.8123 -2.2809 0.6918  -0.7228
O3 -0.0482 -0.3340 1.8758  -0.7705
H4 1.5956 -1.1498 2.8122  0.1978
H5 0.0503 -1.7012 3.4289  0.1928
H6 -0.1977 -2.7857 1.0549  0.1536
H7 0.9426 -3.4936 2.1638  0.1841
H8 2.0224 -3.0480 0.1528  0.4795
H9 -0.7327 0.0607 2.4567  0.5342
C3 -1.3115 2.8814 2.2418  -0.1005
C4 -2.4287 2.1631 2.9484  -0.0925
O4 -1.9964 0.8811 3.4370  -0.7594
O5 -1.1779 2.4295 0.8770  -0.7438
H10 -0.3602 2.7649 2.7541  0.2043
H11 -1.5666 3.9414 2.1685  0.1875
H12 -3.2859 2.0509 2.2778  0.1779
H13 -2.7377 2.7515 3.8179  0.1868
H14 -2.5865 0.6010 4.1409  0.4964
H15 -1.8369 2.8920 0.3508  0.4737
C5 3.0926 2.1613 -0.5765  -0.0884
C6 2.5385 0.9715 -1.3305  -0.1047
O6 1.1854 1.1700 -1.7832  -0.7613
O7 2.5664 2.2494 0.7325  -0.7139
H16 2.8513 3.0716 -1.1424  0.1602
H17 4.1677 2.0391 -0.4758  0.1992
H18 2.5439 0.0977 -0.6807  0.2062
H19 3.1936 0.7474 -2.1820  0.1783
H20 1.2119 1.7979 -2.5124  0.4941
H21 1.5995 2.3186 0.6865  0.4743
C7 -1.4624 -1.5953 -3.7345  -0.1050
C8 -0.5185 -2.5489 -3.0992  -0.1017
O8 -0.8193 -2.7327 -1.6649  -0.7733
O9 -1.0754 -0.2530 -3.3405  -0.7487
H22 -2.4678 -1.7995 -3.3628  0.1912
H23 -1.3592 -1.6968 -4.8169  0.1957
H24 0.5299 -2.2646 -3.2231  0.1993
H25 -0.6192 -3.5059 -3.6202  0.1986
H26 -0.8518 -3.6832 -1.5322  0.5060
H27 -1.7563 0.3473 -3.6648  0.4821

---

Record 3
Density functional theory data (wB97M-V/def2-TZVPD) for C20H44NP2PtSi3 as an isolated structure in a non-equilibrium geometry.

Summary:
Relative energy (zero: lowest compared OMol25 entry of this formula, charge and spin)   0.246 eV
Kohn-Sham gap   7.805 eV
Highest occupied orbital energy   -10.79 eV
Total charge   +1
E   -68401.034 eV

Each line ends with the Mulliken charge.
Positions of all 71 atoms, in Å:
Pt1 0.8055 0.0730 -0.1367  0.6638
C1 4.5077 -0.6297 -1.0940  -1.4337
P1 3.1917 0.0161 0.0126  0.7936
C2 3.6098 -0.7348 1.6235  -1.4093
C3 3.8464 1.7107 0.1860  -0.8947
C4 2.9486 2.5050 1.1106  -1.2186
P2 1.2113 2.4791 0.5007  0.7289
C5 0.4845 3.5625 1.7768  -1.3418
C6 1.3605 3.6098 -0.9266  -1.5429
H1 5.4730 -0.3322 -0.6839  0.4558
H2 4.3932 -0.1931 -2.0862  0.3891
H3 4.5033 -1.7115 -1.1933  0.5191
H4 4.5961 -0.4103 1.9564  0.4554
H5 3.6001 -1.8212 1.5341  0.3943
H6 2.8602 -0.4544 2.3629  0.3572
H7 3.8692 2.1637 -0.8083  0.4217
H8 4.8756 1.6721 0.5492  0.6178
H9 3.2793 3.5428 1.1773  0.6122
H10 2.9619 2.0850 2.1198  0.3359
H11 1.0752 4.4771 1.8158  0.5822
H12 0.5190 3.0672 2.7442  0.4561
H13 -0.5495 3.8031 1.5473  0.2709
H14 1.8045 4.5492 -0.5966  0.4974
H15 0.3842 3.8128 -1.3623  0.3955
H16 1.9842 3.1666 -1.7016  0.4031
C7 -4.1201 0.7232 0.9780  -1.1144
Si1 -2.3078 1.2113 0.8387  0.1265
C8 -1.6404 1.3986 2.6002  -1.0762
C9 -2.2739 2.8480 -0.1016  -0.7893
C10 -1.3366 -0.1556 -0.0057  0.6132
Si2 -1.2723 -0.1263 -1.9121  0.3140
C11 -0.2989 1.2722 -2.7597  -1.1227
C12 -3.0618 0.1556 -2.4735  -1.0981
C13 -0.7354 -1.7247 -2.7680  -1.1758
Si3 -1.7773 -1.8255 0.6521  -0.9502
C14 -1.8759 -1.9780 2.5250  -1.1979
C15 -3.3106 -2.6197 -0.0851  -1.0616
C16 -0.2799 -2.8848 0.2087  0.5319
C17 -0.2854 -4.2764 0.2714  -0.8746
C18 0.8550 -4.9946 -0.0329  -0.5090
C19 1.9905 -4.2980 -0.4182  -0.9383
C20 1.9332 -2.9205 -0.4582  -0.2652
N1 0.8388 -2.2246 -0.1356  0.2693
H17 -4.6749 1.4919 1.5216  0.4364
H18 -4.2429 -0.2149 1.5234  0.2671
H19 -4.5873 0.6062 -0.0015  0.3320
H20 -1.8200 2.3960 3.0054  0.5110
H21 -0.5701 1.1912 2.6303  0.1416
H22 -2.1327 0.6877 3.2653  0.4386
H23 -2.6205 3.6656 0.5357  0.4611
H24 -2.9362 2.8139 -0.9668  0.3564
H25 -1.2782 3.1012 -0.4615  -0.1154
H26 -0.7276 2.2478 -2.5275  0.2557
H27 -0.3780 1.1191 -3.8392  0.5154
H28 0.7652 1.2902 -2.5122  0.3125
H29 -3.4202 1.1457 -2.1890  0.2623
H30 -3.7363 -0.5856 -2.0424  0.2714
H31 -3.1269 0.0782 -3.5627  0.4573
H32 0.3381 -1.9074 -2.7049  0.2322
H33 -0.9998 -1.6470 -3.8247  0.5062
H34 -1.2482 -2.5988 -2.3619  0.2560
H35 -2.7599 -1.4881 2.9362  0.3480
H36 -0.9939 -1.5532 3.0074  0.3162
H37 -1.9306 -3.0357 2.7951  0.4145
H38 -4.1953 -2.0065 0.0942  0.3754
H39 -3.4864 -3.5899 0.3868  0.4445
H40 -3.2254 -2.7784 -1.1607  0.3411
H41 -1.1968 -4.7871 0.5544  0.4273
H42 0.8600 -6.0756 0.0146  0.4532
H43 2.9047 -4.8071 -0.6882  0.4739
H44 2.7830 -2.3482 -0.7785  0.3174

---

Record 4
Density functional theory data (wB97M-V/def2-TZVPD) for a 2-piece molecular cluster, C5H10O overall in a non-equilibrium geometry.

Summary:
Relative energy (zero: lowest compared OMol25 entry of this formula, charge and spin)   4.593 eV
Kohn-Sham gap   9.679 eV
Highest occupied orbital energy   -8.60 eV
Total charge   0
E   -7390.172 eV

Each line ends with the natural charge from an NBO analysis.
Positions of all 16 atoms, in Å:
C1 -1.2089 0.3946 -0.7808  -0.6568
C2 -0.2916 -0.4223 0.1113  0.1600
C3 -0.5541 -1.8395 0.3161  -0.0991
O1 0.5178 -1.5561 -0.5294  -0.4787
C4 1.0108 0.0564 0.6121  -0.1138
C5 1.6607 1.0211 -0.0233  -0.4983
H1 -1.0012 1.4690 -0.7651  0.2342
H2 -2.2789 0.2647 -0.5648  0.2269
H3 -1.0120 0.0175 -1.7828  0.2412
H4 -0.6113 1.3723 1.5295  -0.0561
H5 -1.3524 -2.2498 -0.2946  0.1922
H6 -0.3685 -2.3305 1.2681  0.1829
H7 1.3928 -0.4549 1.4887  0.2159
H8 1.2813 1.4373 -0.9557  0.1971
H9 2.5755 1.4082 0.3911  0.2069
H10 0.0199 1.7040 1.3047  0.0453